The following is a quantum chemistry calculation of a molecular structure, C5H11N, from OMol25.

The geometry in XYZ format:
```
17
C5H11N | OMol25 | the ωB97M-V functional and the def2-TZVPD basis
C -1.315 -0.049 -2.040
C -0.068 -0.430 -1.245
C -0.229 0.001 0.202
C -0.746 -0.708 1.427
N 0.619 -0.246 1.262
C 1.201 0.820 1.932
H -2.195 -0.572 -1.651
H -1.497 1.027 -1.956
H -1.205 -0.302 -3.099
H 0.124 -1.509 -1.365
H 0.811 0.084 -1.655
H -0.397 1.393 0.476
H -0.802 -1.790 1.593
H -1.449 -0.123 2.024
H 0.224 1.852 1.383
H 2.164 1.106 1.487
H 1.304 0.618 3.015
```

Calculated values
- ΔE to the lowest compared entry with this formula, charge and spin: 402.8 kJ/mol
- Spin multiplicity: 1
- HOMO: -0.333 hartree
- E: -6849.3534 eV

Löwdin atomic charges, in units of e: -0.12, -0.22, -0.33, -0.09, -0.21, -0.09, 0.07, 0.07, 0.07, 0.11, 0.11, 0.14, 0.10, 0.10, 0.14, 0.07, 0.08